Density functional theory data (ωB97M-V with the def2-TZVPD basis set) for 6 unconnected molecules or ions with the total composition C17H35B3Cl10O5.

```
70
Properties=species:S:1:pos:R:3:nbo_charge:R:1
C -0.282 0.390 4.851 -0.73
C 0.428 1.208 3.822 0.82
O 1.575 1.554 3.896 -0.57
O -0.355 1.569 2.766 -0.56
C 0.051 1.012 1.498 -0.07
C -0.735 -0.246 1.153 -0.44
C -0.030 -1.092 0.070 -0.40
C 0.336 -2.499 0.563 -0.39
C 1.627 -2.499 1.399 -0.81
B 2.956 -2.502 0.595 1.21
O 4.146 -2.937 1.180 -0.89
B 5.089 -1.932 1.206 0.98
O 5.131 -1.037 0.151 -0.90
B 4.094 -1.035 -0.775 0.98
O 3.090 -1.972 -0.686 -0.90
H -0.446 -0.617 4.459 0.24
H 0.310 0.350 5.763 0.23
H -1.265 0.816 5.055 0.25
H -0.126 1.786 0.748 0.19
H 1.126 0.811 1.524 0.19
H -1.723 0.054 0.800 0.21
H -0.886 -0.835 2.061 0.20
H -0.692 -1.179 -0.795 0.22
H 0.873 -0.565 -0.263 0.20
H 0.427 -3.168 -0.294 0.22
H -0.480 -2.854 1.201 0.20
H 1.662 -1.566 1.986 0.24
H 1.662 -3.324 2.116 0.25
H 5.808 -1.824 2.145 -0.10
H 4.087 -0.231 -1.640 -0.10
Cl 0.080 7.447 1.610 -0.06
C 0.591 5.924 2.387 -0.38
C -0.281 4.760 1.999 -0.39
Cl -1.930 4.898 2.667 -0.07
H 0.582 6.082 3.462 0.22
H 1.613 5.731 2.067 0.22
H 0.140 3.838 2.396 0.24
H -0.369 4.674 0.919 0.22
Cl 1.330 -4.020 -2.512 -0.05
C 0.242 -5.196 -3.293 -0.39
C -0.716 -4.520 -4.239 -0.39
Cl -1.892 -3.503 -3.367 -0.07
H -0.289 -5.730 -2.509 0.22
H 0.866 -5.901 -3.840 0.22
H -1.285 -5.269 -4.787 0.23
H -0.194 -3.885 -4.949 0.23
Cl 4.413 4.366 -2.190 -0.06
C 4.334 4.095 -0.430 -0.39
C 4.245 2.632 -0.084 -0.39
Cl 2.690 1.916 -0.586 -0.06
H 3.476 4.645 -0.050 0.22
H 5.242 4.513 0.001 0.23
H 4.320 2.505 0.995 0.23
H 5.036 2.058 -0.561 0.23
Cl -5.364 -1.866 -6.641 -0.06
C -4.027 -0.972 -5.871 -0.39
C -2.776 -0.989 -6.711 -0.38
Cl -2.058 -2.618 -6.793 -0.07
H -3.850 -1.415 -4.895 0.23
H -4.362 0.056 -5.741 0.22
H -2.030 -0.334 -6.263 0.22
H -2.971 -0.659 -7.727 0.22
Cl -3.493 -0.622 3.170 -0.07
C -4.704 0.567 2.621 -0.38
C -5.997 -0.088 2.213 -0.39
Cl -5.812 -1.063 0.732 -0.06
H -4.265 1.125 1.797 0.23
H -4.880 1.249 3.450 0.23
H -6.740 0.678 2.002 0.22
H -6.373 -0.742 2.995 0.22
```

**2S+1**: 1
**Orbital gap**: 10.884 eV
**HOMO level**: -10.4523 eV
**SMILES string**: CC(=O)OCCCCCB1OBOBO1.ClCCCl.ClCCCl.ClCCCl.ClCCCl.ClCCCl

---

Density functional theory data (ωB97M-V with the def2-TZVPD basis set) for a molecular structure, C4H7NO2.

```
14
Properties=species:S:1:pos:R:3:nbo_charge:R:1
C 1.475 -0.393 -0.883 -0.67
C 0.007 0.092 -0.831 0.11
C -1.317 -0.764 0.228 -0.30
N -1.062 -0.038 1.401 -0.68
C -0.459 1.197 1.160 0.88
O -0.262 2.073 1.950 -0.57
O -0.068 1.304 -0.149 -0.51
H 1.857 -0.624 0.117 0.22
H 2.102 0.415 -1.290 0.24
H 1.622 -1.274 -1.522 0.22
H -0.414 0.165 -1.838 0.19
H -0.507 -1.258 -0.318 0.25
H -2.155 -0.358 -0.324 0.19
H -0.793 -0.478 2.270 0.42
```

**2S+1**: 1
**Orbital gap**: 10.245 eV
**HOMO level**: -9.4534 eV

---

Density functional theory data (ωB97M-V with the def2-TZVPD basis set) for a molecular structure, C21H31F5NiP2S.

```
61
Properties=species:S:1:pos:R:3:nbo_charge:R:1
P -0.263 -1.972 -2.253 1.63
P 0.114 1.992 -2.687 1.52
C -0.382 -0.790 -3.647 -0.75
C 0.514 0.474 -3.672 -0.71
H -1.442 -0.536 -3.823 0.25
H -0.089 -1.406 -4.519 0.25
H 1.575 0.224 -3.485 0.26
H 0.475 0.857 -4.711 0.26
C -1.122 2.858 -3.717 -0.98
H -1.555 3.706 -3.166 0.27
H -1.937 2.185 -4.015 0.25
H -0.624 3.237 -4.621 0.25
C 1.597 3.033 -2.834 -0.96
H 1.527 3.633 -3.749 0.24
H 2.491 2.401 -2.875 0.26
H 1.681 3.700 -1.967 0.27
C -1.425 -3.309 -2.592 -1.00
H -1.426 -4.018 -1.753 0.28
H -1.124 -3.840 -3.505 0.24
H -2.441 -2.915 -2.727 0.26
C 1.403 -2.637 -2.243 -0.99
H 2.147 -1.845 -2.394 0.26
H 1.511 -3.374 -3.051 0.24
H 1.626 -3.138 -1.294 0.30
Ni 0.818 -1.634 1.710 0.46
C -0.427 2.429 -0.957 -0.55
C -1.765 1.943 -0.684 -0.10
C -2.397 0.813 -1.322 -0.47
C -2.213 -0.487 -0.502 -0.39
C -0.866 -1.207 -0.722 -0.57
C 0.463 -0.713 -0.187 -0.68
C 1.238 0.526 -0.363 -0.43
C 0.582 1.849 0.095 -0.43
C 0.633 -2.992 3.052 -1.15
H -0.407 3.536 -0.862 0.26
H -2.318 2.450 0.105 0.21
H -2.018 0.641 -2.343 0.16
H -3.488 1.010 -1.386 0.24
H -2.325 -0.279 0.577 0.27
H -3.031 -1.188 -0.749 0.20
H -1.034 -2.169 -0.177 0.28
H 1.201 -1.581 -0.042 0.15
H 1.637 0.624 -1.397 0.10
H 2.144 0.398 0.278 0.27
H 0.076 1.656 1.054 0.30
H 1.398 2.563 0.301 0.20
H 0.994 -2.714 4.061 0.19
H 1.181 -3.870 2.659 0.17
H -0.449 -3.226 3.122 0.19
F 1.098 1.114 8.424 -0.31
C 0.892 0.667 7.166 0.23
C 1.867 0.853 6.181 0.26
F 3.065 1.376 6.525 -0.31
C 1.603 0.489 4.863 0.31
F 2.628 0.499 3.970 -0.31
C 0.314 0.023 4.493 -0.26
S -0.214 -0.164 2.868 -0.39
C -0.570 -0.342 5.541 0.30
F -1.643 -1.125 5.265 -0.31
C -0.304 0.012 6.856 0.30
F -1.192 -0.296 7.824 -0.31
```

**2S+1**: 3
**Orbital gap (alpha / beta)**: 3.437 / 4.395 eV
**⟨S²⟩**: 2.026
**HOMO level (alpha / beta)**: -4.1419 / -5.1901 eV

---

- The highest 2S+1 belongs to which entry?
  C21H31F5NiP2S